(1)
Here is an isolated ion of composition C5H6NO2 and charge +1 at a distorted geometry from the OMol25 dataset. Energies are from the ωB97M-V functional and the def2-TZVPD basis.

Its total charge is +1. The calculation puts the energy above the lowest of the compared OMol25 structures with the same formula, charge and spin at 57.7 kcal per mole. Its SMILES is C=COCC=[N+]=C=O. The lowest unoccupied orbital energy is -0.2412 Ha.

XYZ file:
```
14
C5H6NO2, DFT the ωB97M-V functional and the def2-TZVPD basis
C 0.470 1.245 1.035
C 0.033 1.283 -0.227
O -0.721 0.558 -1.048
C -1.250 -0.611 -0.682
C -0.537 -1.529 0.192
N 0.760 -1.278 0.281
C 1.600 -0.435 -0.103
O 2.585 -0.061 -0.559
H 0.160 0.419 1.651
H 1.148 1.976 1.470
H 0.388 2.188 -0.860
H -1.497 -1.172 -1.665
H -2.287 -0.354 -0.380
H -0.851 -2.228 0.897
```

(2)
Here is an isolated ion of composition C5H6NO2S2 and charge -1 at a distorted geometry from the OMol25 dataset. Energies are from the ωB97M-V functional and the def2-TZVPD basis.

Its total charge is -1. The calculation puts the energy above the lowest of the compared OMol25 structures with the same formula, charge and spin at 16.6 kcal per mole. Its SMILES is CN=[S@](=O)([O-])c1cccs1. The lowest unoccupied orbital energy is 0.1138 Ha.

XYZ file:
```
16
C5H6NO2S2, DFT the ωB97M-V functional and the def2-TZVPD basis
C 2.058 1.940 -0.272
N 2.101 0.859 0.630
S 1.514 -0.472 0.042
O 1.962 -1.595 0.819
O 1.815 -0.562 -1.386
C -0.329 -0.614 -0.048
C -1.111 -1.331 0.814
C -2.496 -1.237 0.548
C -2.799 -0.384 -0.451
S -1.311 0.220 -1.218
H 0.944 2.393 -0.353
H 2.736 2.788 0.241
H 2.338 1.513 -1.203
H -0.537 -1.870 1.565
H -3.194 -1.704 1.052
H -3.691 0.054 -0.779
```

(3)
Here is C5H6NO3 as an isolated structure at a distorted geometry from the OMol25 dataset. Energies are from the ωB97M-V functional and the def2-TZVPD basis.

Its total charge is -1. The calculation puts the energy above the lowest of the compared OMol25 structures with the same formula, charge and spin at 67.4 kcal per mole. The lowest unoccupied orbital energy is 0.1409 Ha.

XYZ file:
```
15
C5H6NO3, DFT the ωB97M-V functional and the def2-TZVPD basis
C -2.640 -0.681 -0.330
C 1.482 -0.003 0.475
C 0.096 -0.629 0.819
C 1.153 1.294 -0.377
C -0.739 -0.205 -0.430
N -0.140 1.033 -0.923
O -3.345 0.014 -0.983
O -2.739 -1.657 0.366
O -0.080 -0.207 -1.672
H 2.158 0.009 1.346
H 2.193 -0.655 -0.178
H 0.086 -1.687 0.986
H -0.454 -0.235 1.609
H 0.951 2.085 0.340
H 2.017 1.525 -1.048
```

(4)
Here is an isolated ion of composition C5H6NO3S and charge -1 at a distorted geometry from the OMol25 dataset. Energies are from the ωB97M-V functional and the def2-TZVPD basis.

Its total charge is -1. The calculation puts the energy above the lowest of the compared OMol25 structures with the same formula, charge and spin at 35.7 kcal per mole. Its SMILES is CO[C@@]1(C(=O)[O-])N=CCS1. The lowest unoccupied orbital energy is 0.1214 Ha.

XYZ file:
```
16
C5H6NO3S, DFT the ωB97M-V functional and the def2-TZVPD basis
C 1.463 1.132 1.875
O 1.263 0.524 0.615
C -0.099 -0.145 0.164
C -1.230 -0.294 1.299
O -1.328 0.771 1.940
O -1.852 -1.349 1.336
N -0.616 0.694 -0.802
C -0.720 0.151 -1.925
C -0.236 -1.224 -2.157
S 0.451 -1.778 -0.550
H 2.367 1.816 1.836
H 1.745 0.307 2.648
H 0.624 1.744 2.143
H -1.144 0.570 -2.723
H -1.097 -1.827 -2.558
H 0.409 -1.091 -3.140
```